11
Properties=species:S:1:pos:R:3:forces:R:3:mulliken_charge:R:1 method="wB97M-V/def2-TZVPD" e_tot_ev=-8313.4485 multiplicity=1 homo_energy_ha=-0.38900 lumo_ev=0.68
C 0.928 -0.641 1.402 0.9 -0.1 -0.2 -0.9049
C 0.348 -0.202 0.089 -0.5 1.4 0.1 0.8301
O 0.834 0.745 -0.550 0.3 -0.2 0.2 -0.7286
O -0.789 -0.722 -0.229 -1.7 -1.2 0.3 -0.6704
H 0.697 0.095 2.172 -0.7 0.0 -0.1 0.2486
H 0.562 -1.633 1.666 0.2 0.2 0.2 0.2847
H 2.023 -0.547 1.400 -0.2 -0.5 -0.4 0.3074
H -1.553 -0.065 -0.870 2.6 -0.1 0.9 0.5075
O -1.458 1.065 -1.564 -0.1 0.4 -0.8 -0.7201
H -0.539 1.272 -1.194 -0.2 0.3 0.6 0.4665
H -1.052 0.633 -2.323 -0.6 -0.1 -1.0 0.3791


14
Properties=species:S:1:pos:R:3:forces:R:3:mulliken_charge:R:1 method="wB97M-V/def2-TZVPD" e_tot_ev=-55302.6625 multiplicity=1 homo_energy_ha=-0.32050 lumo_ev=-2.24
C 0.331 0.060 0.887 -0.3 3.5 -0.9 -0.6681
C -2.006 0.681 -0.906 0.3 -0.8 0.7 -0.8421
O 0.881 -0.257 -1.807 -1.2 0.0 0.9 -0.6294
P -1.044 -0.566 0.027 -0.7 -1.2 -0.6 0.5584
P 1.680 -0.126 -0.538 1.4 -0.9 0.4 0.6092
S -1.575 -2.372 0.264 0.0 0.8 -0.2 -0.2016
S 3.181 1.121 -0.416 -1.0 -0.7 0.3 -0.3692
S 2.264 -2.195 0.108 0.2 1.3 -0.2 -0.2959
H 0.153 1.208 1.086 0.5 -2.1 -0.4 0.3744
H 0.566 -0.451 1.784 0.3 -0.6 0.7 0.3695
H -2.172 0.379 -1.939 0.5 0.1 0.1 0.2970
H -2.984 0.917 -0.470 0.3 -0.3 0.3 0.3566
H -1.314 1.487 -0.749 0.0 0.9 -0.7 0.3138
H 1.302 -2.808 -0.574 -0.2 -0.1 -0.2 0.1275


10
Properties=species:S:1:pos:R:3:forces:R:3:mulliken_charge:R:1 method="wB97M-V/def2-TZVPD" e_tot_ev=-15052.3349 multiplicity=1 homo_energy_ha=-0.35991 lumo_ev=0.76
C -0.876 -1.459 1.133 1.6 -0.1 -1.2 -0.6973
C 0.559 -2.148 1.001 -1.1 0.5 -4.0 0.1765
O 1.134 -2.228 -0.123 -1.6 0.2 4.7 -0.4972
H -1.520 -2.271 0.789 -0.2 -0.3 0.3 0.2511
H -1.007 -0.713 0.200 0.3 -0.9 2.9 0.2125
H -1.095 -1.283 2.259 0.1 0.5 -2.3 0.2775
H 0.801 -2.684 1.945 0.8 0.1 -0.6 0.2835
S -0.194 2.474 -0.937 -1.1 2.5 -0.3 -0.3254
H -0.436 3.572 -0.091 0.4 -1.3 -0.6 0.1583
H -0.807 3.264 -1.937 0.7 -1.2 0.9 0.1605


10
Properties=species:S:1:pos:R:3:forces:R:3:mulliken_charge:R:1 method="wB97M-V/def2-TZVPD" e_tot_ev=-15048.4269 multiplicity=1 homo_energy_ha="-0.33785 / -0.33473" lumo_ev="-1.59 / -0.90"
C 0.439 -1.221 -0.282 -2.2 1.2 3.8 -0.7332
C 0.098 1.309 0.072 1.6 0.2 2.1 -0.8824
O -2.520 -0.401 0.137 1.0 0.3 -0.6 -0.3230
S -0.379 0.133 -1.136 -0.4 -0.3 -0.3 0.0536
H -0.480 -1.698 0.240 1.9 0.3 -0.6 0.2753
H 1.152 -0.791 0.503 -1.2 -0.6 -1.1 0.2072
H 0.986 -1.895 -0.820 1.0 -1.6 -1.9 0.3927
H 1.202 1.262 0.320 -1.0 0.2 -1.0 0.3219
H -0.305 0.969 1.023 -0.5 0.1 0.1 0.3544
H -0.192 2.333 -0.057 -0.3 0.3 -0.6 0.3335


11
Properties=species:S:1:pos:R:3:forces:R:3:mulliken_charge:R:1 method="wB97M-V/def2-TZVPD" e_tot_ev=-25886.6262 multiplicity=1 homo_energy_ha="-0.32288 / -0.32292" lumo_ev="-1.82 / -1.83"
C 0.273 0.270 1.341 -1.6 1.5 -0.7 -0.8616
C -0.004 -0.970 0.492 0.8 1.8 -1.3 -0.5575
S 1.129 -1.214 -0.969 -0.6 0.1 0.6 -0.1832
H 0.599 1.182 0.841 1.0 -0.4 -0.5 0.2934
H -0.663 0.752 1.713 0.3 -1.1 0.5 0.2743
H 0.930 -0.074 2.112 0.4 0.7 0.7 0.2810
H -1.021 -1.051 0.153 -0.3 -0.2 0.0 0.3394
H 0.272 -1.681 1.195 -0.1 -2.3 0.6 0.3320
H 0.468 -0.372 -1.787 0.3 -0.2 0.2 0.1078
O -0.313 1.334 -2.627 1.5 -0.4 -0.3 -0.2888
S -1.670 1.825 -2.463 -1.6 0.6 0.2 0.2632


11
Properties=species:S:1:pos:R:3:forces:R:3:mulliken_charge:R:1 method="wB97M-V/def2-TZVPD" e_tot_ev=-25887.8235 multiplicity=1 homo_energy_ha=-0.31823 lumo_ev=0.29
C -0.961 1.702 -0.630 0.3 1.5 0.1 -0.7016
C -0.813 0.520 -1.186 0.1 -0.6 1.4 0.0918
O 0.431 0.066 -1.512 0.1 -0.1 -0.7 -0.4686
H -1.851 2.044 -0.116 -0.2 -0.4 -0.4 0.2523
H -0.158 2.442 -0.635 0.0 -0.4 0.0 0.2242
H -1.614 -0.204 -1.082 0.1 -0.2 -0.5 0.2898
H 0.409 -0.781 -1.975 -0.2 0.2 0.1 0.3350
S 1.515 -2.581 1.449 0.0 0.2 0.4 -0.1651
S -0.034 -1.240 1.874 -0.2 0.0 -0.3 -0.1773
H 2.467 -1.667 1.232 0.0 0.0 -0.3 0.1589
H 0.608 -0.300 2.581 0.2 -0.2 0.2 0.1607


11
Properties=species:S:1:pos:R:3:forces:R:3:mulliken_charge:R:1 method="wB97M-V/def2-TZVPD" e_tot_ev=-22926.8114 multiplicity=1 homo_energy_ha="-0.32141 / -0.34738" lumo_ev="-4.08 / -3.74"
C -1.602 -0.581 -1.500 0.5 0.1 -0.5 -0.4636
C -2.258 -0.977 -0.404 0.0 -0.5 0.9 -0.0428
O 0.891 -0.090 0.058 -3.2 -1.9 -2.0 -0.2150
Si 1.851 0.444 1.138 2.1 1.3 2.3 0.1379
S -1.473 -1.633 0.968 0.9 1.0 -0.8 0.1449
H -2.122 -0.154 -2.341 -0.2 0.0 -0.1 0.2667
H -0.527 -0.632 -1.530 0.2 0.0 0.0 0.2979
H -3.334 -0.896 -0.319 -0.2 0.1 0.1 0.3224
H 1.253 1.442 2.061 -0.1 0.1 0.1 -0.1557
H 2.989 1.158 0.489 0.1 0.0 -0.1 -0.1414
H 2.473 -0.588 2.001 0.0 -0.2 0.1 -0.1513


10
Properties=species:S:1:pos:R:3:forces:R:3:mulliken_charge:R:1 method="wB97M-V/def2-TZVPD" e_tot_ev=-12094.6421 multiplicity=1 homo_energy_ha=-0.37164 lumo_ev=0.88
O -1.938 -1.057 1.123 -0.6 0.0 0.6 -0.4609
C -0.898 -1.184 0.553 -0.9 1.0 -1.7 0.0314
C -0.393 -0.417 -0.608 2.3 0.3 1.7 -0.5985
Si 0.611 1.080 0.029 3.7 -2.1 -0.8 0.4381
H -0.150 -1.890 0.757 1.1 -1.7 1.4 0.3438
H -0.952 0.038 -1.328 -2.6 0.9 -1.7 0.3529
H 0.334 -1.019 -1.140 0.4 -0.2 0.0 0.2610
H 1.606 1.464 -1.047 -0.8 0.0 0.0 -0.1123
H 1.689 0.786 1.070 -0.8 -0.5 -0.2 -0.1072
H 0.091 2.200 0.591 -1.9 2.1 0.8 -0.1483


10
Properties=species:S:1:pos:R:3:forces:R:3:mulliken_charge:R:1 method="wB97M-V/def2-TZVPD" e_tot_ev=-12092.0135 multiplicity=1 homo_energy_ha="-0.35536 / -0.35687" lumo_ev="-0.81 / -0.81"
C 0.465 0.734 -1.546 -0.2 0.2 0.3 -0.2466
C 0.360 -0.357 -0.430 3.1 2.5 -3.6 -0.2329
O 1.453 1.321 -0.761 -2.1 -2.5 1.5 -0.4704
Si -0.452 -0.179 1.201 0.2 1.8 1.1 0.3922
H 0.943 0.470 -2.488 -0.6 -0.7 -0.3 0.2453
H -0.455 1.344 -1.712 0.5 -0.4 0.2 0.2348
H 1.239 -1.036 -0.590 -1.1 0.3 0.5 0.3101
H 0.886 0.166 1.777 -0.7 -0.1 0.9 -0.0474
H -1.132 -1.327 1.813 0.2 -0.4 -0.3 -0.1088
H -1.447 0.980 1.314 0.7 -0.7 -0.3 -0.0761


10
Properties=species:S:1:pos:R:3:forces:R:3:mulliken_charge:R:1 method="wB97M-V/def2-TZVPD" e_tot_ev=-20745.5079 multiplicity=1 homo_energy_ha=-0.33117 lumo_ev=0.79
P 1.225 0.895 -1.514 -1.3 -1.7 1.3 -0.0847
C 0.059 0.493 0.369 0.2 1.1 -2.7 -0.3165
C -0.193 -0.993 0.574 1.3 0.1 -0.5 -0.5952
P 1.277 -0.249 1.498 -0.4 0.8 1.5 -0.0688
H 0.901 2.231 -1.864 -0.6 -0.3 0.0 0.0614
H 0.472 0.101 -2.569 0.4 1.3 1.3 0.0653
H -0.676 1.327 0.580 1.0 -1.4 -0.1 0.3952
H -0.995 -1.376 1.236 0.4 0.3 -1.0 0.2978
H 0.266 -1.625 -0.280 -1.3 0.7 1.7 0.2128
H 0.665 0.275 2.808 0.3 -0.9 -1.6 0.0327


11
Properties=species:S:1:pos:R:3:forces:R:3:mulliken_charge:R:1 method="wB97M-V/def2-TZVPD" e_tot_ev=-31580.2438 multiplicity=1 homo_energy_ha=-0.31083 lumo_ev=-2.20
C 0.398 1.610 -0.837 4.0 -1.6 -0.6 -1.0229
C 0.421 0.025 -0.875 -0.5 -0.3 0.8 -0.1658
P -0.259 -1.611 2.111 -0.7 0.1 -0.9 0.0558
P -2.018 -2.325 1.431 1.5 1.6 -1.3 0.1302
S -1.352 -0.535 -1.198 0.9 -1.0 1.9 -0.2552
H 1.236 2.149 -0.243 -1.0 -1.3 -0.9 0.2892
H 0.517 1.875 -1.873 -0.4 0.8 -0.3 0.2721
H -0.481 1.866 -0.392 -2.5 1.0 0.8 0.3645
H 0.790 -0.316 0.131 -0.6 -0.1 -0.7 -0.0384
H 1.043 -0.540 -1.626 -0.4 1.2 0.6 0.3026
H -0.294 -2.198 3.369 -0.2 -0.5 0.7 0.0679


9
Properties=species:S:1:pos:R:3:forces:R:3:mulliken_charge:R:1 method="wB97M-V/def2-TZVPD" e_tot_ev=-13006.2428 multiplicity=1 homo_energy_ha=-0.33148 lumo_ev=1.05
C -0.935 -0.448 0.322 0.7 -0.2 -0.1 -0.8983
C 0.181 0.230 -0.490 -0.2 0.7 0.5 -0.4599
S 1.436 1.043 0.592 0.0 -0.2 -0.3 -0.2314
H -0.564 -0.735 1.307 0.0 -0.2 -0.1 0.2958
H -1.296 -1.341 -0.197 -0.2 0.3 0.1 0.2850
H -1.717 0.283 0.501 -0.3 -0.2 -0.1 0.2782
H 0.684 -0.375 -1.231 0.1 -0.3 0.1 0.3574
H -0.264 1.058 -1.027 0.0 0.1 -0.3 0.2567
H 2.475 0.285 0.222 0.0 0.0 0.1 0.1164


10
Properties=species:S:1:pos:R:3:forces:R:3:mulliken_charge:R:1 method="wB97M-V/def2-TZVPD" e_tot_ev=-23839.2819 multiplicity=2 homo_energy_ha="0.00389 / -0.14795" lumo_ev="3.07 / 3.06" s_squared=0.75 charge=-1
S -0.478 -2.706 0.492 1.7 -1.8 2.3 -0.4901
S -2.021 -1.442 -0.148 -3.1 -0.2 -1.7 -0.4933
H 0.485 -2.847 -0.387 0.8 0.0 -1.1 0.0013
H -1.836 -0.179 0.028 0.7 2.0 0.5 -0.0156
C 3.039 4.238 -0.789 -0.1 -0.5 0.2 -0.4645
C 2.090 4.449 0.113 4.0 0.8 2.5 -0.4565
H 3.049 3.588 -1.634 -1.3 0.1 -1.1 0.2436
H 4.043 4.555 -0.697 1.1 0.3 1.2 0.2115
H 1.093 4.407 0.035 -3.6 -1.2 -0.8 0.3050
H 2.370 4.708 1.199 -0.1 0.4 -1.9 0.1584


10
Properties=species:S:1:pos:R:3:forces:R:3:mulliken_charge:R:1 method="wB97M-V/def2-TZVPD" e_tot_ev=-23840.6104 multiplicity=1 homo_energy_ha=-0.32058 lumo_ev=0.79
C -0.806 0.033 0.040 -0.4 -0.2 0.0 0.1428
C -0.814 -0.006 -1.442 0.0 -0.2 -0.1 -0.5597
S -0.549 1.638 -0.744 0.1 0.1 0.0 -0.1308
H 0.052 -0.381 0.556 -0.6 0.2 -0.6 -0.3133
H -1.751 -0.090 0.559 0.0 0.1 -0.1 0.3146
H 0.041 -0.446 -1.947 -0.1 0.1 0.1 0.2756
H -1.765 -0.155 -1.945 0.1 0.1 0.1 0.2573
S 1.902 -0.809 1.589 0.7 -0.1 0.5 -0.3871
H 2.714 0.199 1.239 -0.1 0.0 0.0 0.1924
H 0.977 0.017 2.095 0.3 0.0 0.2 0.2081


10
Properties=species:S:1:pos:R:3:forces:R:3:mulliken_charge:R:1 method="wB97M-V/def2-TZVPD" e_tot_ev=-20882.1401 multiplicity=1 homo_energy_ha=-0.29593 lumo_ev=0.12
C -0.400 1.461 0.042 0.0 0.3 0.0 -1.0006
C -0.831 0.050 -0.015 1.5 -2.4 0.2 0.1201
Si 0.881 -1.464 -0.019 -2.6 2.5 -0.2 0.4853
S -2.367 -0.440 -0.033 0.3 0.0 0.0 -0.2596
H -1.237 2.135 0.229 0.0 0.0 0.0 0.3263
H 0.061 1.727 -0.911 0.1 0.1 -0.1 0.2957
H 0.357 1.592 0.816 0.1 0.1 0.0 0.3008
H 0.294 -2.791 0.061 -0.1 -0.3 0.0 -0.0915
H 1.537 -1.182 -1.292 0.3 -0.1 -0.2 -0.0851
H 1.705 -1.087 1.123 0.3 -0.1 0.2 -0.0914


10
Properties=species:S:1:pos:R:3:forces:R:3:mulliken_charge:R:1 method="wB97M-V/def2-TZVPD" e_tot_ev=-17920.8379 multiplicity=1 homo_energy_ha="-0.32463 / -0.34185" lumo_ev="-1.18 / -0.75"
C -0.014 -1.296 -0.058 -0.2 5.0 -3.0 -0.5433
C 0.007 1.287 -0.099 -0.4 0.2 3.5 -0.4060
Si 1.421 0.024 -0.169 -2.7 -1.0 -2.3 0.5022
Si -1.409 0.020 -0.196 0.4 -2.3 0.2 0.3499
H 0.083 -1.831 0.782 0.2 -2.4 3.1 0.3444
H -0.055 1.976 0.853 0.0 -1.1 -1.8 0.2477
H 2.297 -0.747 0.615 1.6 0.3 1.5 -0.1636
H 2.008 0.341 -1.457 0.6 -0.2 -0.4 -0.1281
H -2.139 -0.223 -1.456 -0.1 0.6 -0.1 -0.1010
H -2.376 -0.358 0.951 0.4 1.0 -0.6 -0.1021


11
Properties=species:S:1:pos:R:3:forces:R:3:mulliken_charge:R:1 method="wB97M-V/def2-TZVPD" e_tot_ev=-25798.9229 multiplicity=1 homo_energy_ha=-0.31548 lumo_ev=-1.11
C -0.535 -0.232 1.452 -0.7 2.7 1.2 -0.5066
C -0.836 0.938 1.790 0.5 -3.8 -0.3 0.4544
Si 0.292 -1.531 0.530 -0.9 -0.3 -2.0 0.2622
Si -0.915 2.579 1.137 -0.5 1.6 -0.4 0.0312
Si 0.766 -0.161 -1.426 -0.6 0.0 -1.2 0.3153
H 1.474 -2.095 1.061 1.1 -0.2 0.8 -0.1014
H -0.538 -2.742 0.151 0.1 0.7 0.2 -0.0756
H -2.460 2.653 1.009 0.5 -0.2 0.1 -0.0471
H 0.236 1.299 -1.097 -0.1 -1.4 -0.5 -0.1817
H 2.146 0.207 -1.757 0.5 -0.3 0.3 -0.0987
H 0.371 -0.917 -2.850 0.0 1.2 1.9 -0.0520


13
Properties=species:S:1:pos:R:3:forces:R:3:mulliken_charge:R:1 method="wB97M-V/def2-TZVPD" e_tot_ev=-9010.1837 multiplicity=1 homo_energy_ha=-0.38982 lumo_ev=0.52
C -0.624 -1.299 -0.860 0.6 0.0 0.0 -1.0300
C -0.736 -0.764 0.562 0.1 -1.5 -0.2 -0.1645
O -0.735 0.622 0.608 1.7 2.2 -0.2 -0.5101
B 0.540 1.162 0.353 -1.1 0.9 0.1 0.6811
O 1.541 0.347 -0.060 1.4 0.2 -0.3 -0.5471
O 0.855 2.512 0.461 -0.9 -0.1 0.1 -0.5433
H 0.315 -0.974 -1.328 -0.3 -0.2 0.2 0.2878
H -0.616 -2.389 -0.812 -0.2 0.0 -0.2 0.3349
H -1.432 -0.934 -1.490 -0.3 -0.1 0.1 0.2807
H 0.093 -1.120 1.193 -0.3 -0.3 -0.2 0.2769
H -1.670 -1.113 0.985 -0.2 0.0 0.3 0.3150
H 2.348 0.845 -0.308 -0.8 -0.4 0.4 0.3214
H 0.121 3.106 0.697 0.4 -0.6 -0.1 0.2971


11
Properties=species:S:1:pos:R:3:forces:R:3:mulliken_charge:R:1 method="wB97M-V/def2-TZVPD" e_tot_ev=-13697.6435 multiplicity=1 homo_energy_ha=-0.31884 lumo_ev=0.45
B 0.441 -0.148 0.048 -2.1 2.5 -0.3 0.2438
C -0.714 1.918 0.023 1.9 -3.4 0.1 -0.9734
C -0.331 -1.497 -0.102 0.1 0.2 -0.1 -0.8227
S 2.173 0.071 0.188 0.2 0.4 0.1 -0.2528
H -0.070 2.570 -0.537 0.2 0.2 -0.2 0.2751
H -0.807 2.170 1.063 -0.1 0.1 0.3 0.3018
H -1.643 1.684 -0.461 -0.3 0.0 -0.1 0.2622
H -1.238 -1.415 -0.695 -0.1 0.1 0.0 0.2607
H -0.638 -1.858 0.881 0.0 0.0 0.2 0.3202
H 0.287 -2.281 -0.546 0.1 0.0 0.0 0.2806
H 2.539 -1.215 0.138 0.0 -0.2 0.0 0.1046


12
Properties=species:S:1:pos:R:3:forces:R:3:mulliken_charge:R:1 method="wB97M-V/def2-TZVPD" e_tot_ev=-75206.2778 multiplicity=1 homo_energy_ha="-0.28989 / -0.28985" lumo_ev="0.39 / 0.39"
C -0.885 -2.803 -0.255 -0.4 2.1 1.1 -0.4190
C -0.047 2.995 0.058 -0.8 -2.5 -0.3 -1.1633
N 0.224 -2.175 0.081 1.3 1.8 -0.8 0.0816
N 0.333 -0.802 0.056 -1.7 -2.1 0.0 -0.4250
Br 1.964 -0.178 0.609 0.7 -0.3 0.4 -0.0995
H -0.767 2.367 0.599 0.2 0.5 -0.1 0.2307
H -0.860 -3.781 -0.560 0.6 -2.3 -0.2 0.2735
H -1.906 -2.352 -0.260 1.5 0.3 0.0 0.2613
H 0.877 3.009 0.511 1.9 0.5 1.9 0.3043
H 0.256 2.457 -0.808 -0.4 -0.6 -1.2 0.3013
H -0.363 3.931 -0.233 -0.9 2.0 -0.3 0.3258
H 1.175 -2.668 0.203 -2.0 0.4 -0.4 0.3284